ORCA calculation (wB97M-V/def2-TZVPD) on 2 unconnected molecules or ions with the total composition C2H3Cl2PS at a distorted geometry.

XYZ file:
```
9
Properties=species:S:1:pos:R:3
C 1.70539 0.38896 -0.27038
C 0.74153 -0.05464 0.52214
P -1.02096 -0.20254 -0.05670
S -3.16861 -0.99322 -2.07571
Cl -1.65184 -1.31406 1.50990
Cl -1.84927 1.55264 0.22724
H 2.71678 0.58046 -0.02563
H 1.47490 0.40383 -1.31011
H 1.05209 -0.36142 1.47927
```

Its multiplicity is 1. The energy above the lowest of the compared OMol25 structures with the same formula, charge and spin comes out at 349.2 kJ/mol. As for the highest occupied orbital energy (alpha / beta): -0.342 / -0.340 Eh. The orbital gap (alpha / beta) comes out at 7.025 / 7.019 eV.

ORCA calculation (wB97M-V/def2-TZVPD) on a molecular structure, C4H10NO2S at a distorted geometry.

XYZ file:
```
18
Properties=species:S:1:pos:R:3
C -0.69245 -0.10503 -0.82352
C 1.47950 -0.90836 -1.87490
C 0.39192 0.04303 -1.60147
C 0.72120 -0.72027 2.03397
N 0.39435 0.43702 2.34313
O -2.97777 0.67010 -0.52008
O -1.20569 1.75195 0.98288
S -1.57020 1.40707 -0.46866
H 2.34662 -0.43092 -2.48496
H 1.83353 -1.29675 -0.91564
H 1.09012 -1.66292 -2.51323
H -1.17184 -1.16256 -0.78798
H 0.79693 1.11812 -1.66597
H 1.56123 -1.33265 2.56895
H 0.21961 -1.05963 1.00943
H 0.78420 0.82438 3.17101
H -3.65104 1.20275 0.00183
H -0.35024 1.22467 1.54523
```

Its charge is +1. Its multiplicity is 1. The energy above the lowest of the compared OMol25 structures with the same formula, charge and spin comes out at 318.9 kJ/mol. As for the highest occupied orbital energy: -0.531 Eh. The orbital gap comes out at 10.972 eV.

ORCA calculation (wB97M-V/def2-TZVPD) on 2 unconnected molecules or ions with the total composition C5H6O2S at a distorted geometry.

XYZ file:
```
14
Properties=species:S:1:pos:R:3
C 0.62519 -0.41735 -0.40580
C 0.82445 1.08349 -0.17417
C -0.01631 1.50093 0.70925
C -0.88998 0.29504 1.14560
C -0.29921 -0.93892 0.57408
H -0.25581 0.88894 -2.38861
H 1.49774 -0.98988 -0.26738
H 1.63431 1.58992 -0.63872
H -0.08434 2.52114 1.18649
H 0.29970 -1.10875 1.53512
H -0.66788 -2.22033 -1.33130
O -1.72602 0.48782 2.13970
O -0.98782 -2.12214 0.05710
S 0.04596 -0.56992 -2.14136
```

Its multiplicity is 1. The energy above the lowest of the compared OMol25 structures with the same formula, charge and spin comes out at 455.2 kJ/mol. As for the highest occupied orbital energy: -0.350 Eh. The orbital gap comes out at 9.039 eV.

ORCA calculation (wB97M-V/def2-TZVPD) on 14 unconnected molecules or ions with the total composition C17H59N26O17PS at a distorted geometry.

XYZ file:
```
121
Properties=species:S:1:pos:R:3
O -3.78931 0.48606 -0.05347
C -4.31355 0.34755 -1.07093
O -5.53757 -0.25484 -1.27263
C -5.65011 -0.78797 -2.60995
C -4.17961 -0.71435 -3.14693
C -3.86619 0.69589 -2.52018
P -2.22617 1.47490 -2.82854
O -2.33649 2.18538 -4.32831
O -1.02105 0.39971 -2.90099
S -1.91233 2.90275 -1.55660
H -6.20948 -1.71962 -2.75553
H -6.13808 0.01990 -3.20306
H -4.04966 -0.69815 -4.23801
H -3.66048 -1.51858 -2.58937
H -4.59819 1.46946 -2.82874
H -3.25337 2.49241 -4.42417
H -0.19933 0.93913 -2.93594
C -6.21053 -2.55973 2.20600
O -7.13786 -3.34346 2.40460
N -6.19361 -1.72862 1.13652
N -5.13154 -2.47232 3.02928
H -5.45080 -1.08371 0.93569
H -6.97623 -1.78101 0.50867
H -5.11238 -3.08150 3.83175
H -4.36729 -1.84116 2.87744
C 1.13051 5.27362 -0.58335
O 0.56906 5.64236 -1.60220
N 2.23651 5.89581 -0.08429
N 0.70279 4.20370 0.15063
H 2.71670 5.60726 0.75428
H 2.58209 6.68607 -0.59452
H -0.11011 3.70485 -0.17880
H 1.15444 3.89483 0.99056
C -3.85285 -5.85276 5.12855
O -4.26019 -4.80634 5.61721
N -4.54574 -7.01360 5.20409
N -2.66524 -5.93780 4.46543
H -4.22614 -7.88075 4.80733
H -5.42660 -6.99021 5.68513
H -2.12086 -5.09838 4.38808
H -2.31818 -6.78576 4.05800
C -3.20681 -2.94743 8.79392
O -3.76805 -3.93411 9.23461
N -2.42097 -2.14261 9.57565
N -3.30846 -2.55702 7.49270
H -1.94916 -1.32598 9.23705
H -2.32189 -2.39829 10.54077
H -3.87800 -3.12110 6.87937
H -2.85073 -1.74670 7.12105
C -6.78229 -4.81353 -1.10816
O -6.68268 -3.65600 -1.51346
N -6.95940 -5.87375 -1.95255
N -6.72373 -5.11719 0.20659
H -7.04258 -6.82258 -1.64153
H -7.00521 -5.67678 -2.93699
H -6.59090 -4.34009 0.84247
H -6.80260 -6.04634 0.57416
C 0.98455 2.70102 -5.58927
O 1.03219 2.42891 -4.39927
N -0.15066 2.52670 -6.32773
N 2.05437 3.19551 -6.27436
H -0.22423 2.73291 -7.30529
H -0.94588 2.16627 -5.83332
H 2.91157 3.33853 -5.75897
H 2.02896 3.42183 -7.24990
C 5.42256 6.39565 1.62850
O 4.35197 5.85336 1.87680
N 5.56128 7.34301 0.66085
N 6.56489 6.09611 2.29638
H 6.43346 7.79510 0.44785
H 4.74052 7.59254 0.14122
H 6.50770 5.39819 3.02231
H 7.45047 6.52722 2.10114
C -3.59389 -10.00872 2.49613
O -4.00368 -8.96474 2.98258
N -4.29266 -11.17442 2.57462
N -2.40591 -10.09173 1.83552
H -3.97633 -12.04138 2.18332
H -5.17397 -11.14903 3.05525
H -1.86440 -9.24993 1.75783
H -2.05196 -10.93712 1.42947
C 5.59051 4.64058 -4.80749
O 4.62618 3.91172 -4.65963
N 5.73035 5.46734 -5.88516
N 6.61212 4.69248 -3.90617
H 6.51549 6.07435 -6.02394
H 4.99580 5.45684 -6.56890
H 6.54128 4.09883 -3.09960
H 7.41431 5.28445 -4.00617
C 7.81786 2.55740 3.79621
O 7.44657 3.60354 4.30120
N 7.08743 1.41151 3.86494
N 8.99796 2.44711 3.11587
H 7.37381 0.53892 3.45501
H 6.21302 1.45250 4.35773
H 9.56353 3.27262 3.04385
H 9.32079 1.59651 2.69402
C 9.67511 8.07730 -0.05249
O 8.60602 7.53610 0.18920
N 9.81174 9.02537 -1.02009
N 10.81638 7.77668 0.62565
H 10.67800 9.48189 -1.23467
H 8.98887 9.27195 -1.53993
H 10.75166 7.08133 1.34692
H 11.70272 8.20817 0.44379
C 5.88270 -0.82594 0.86580
O 6.02881 -1.33149 1.96901
N 5.33222 -1.49816 -0.18339
N 6.26122 0.45380 0.59928
H 5.20348 -1.10026 -1.09459
H 5.04199 -2.44487 -0.01907
H 6.67027 0.97316 1.35591
H 6.15683 0.89658 -0.29427
C -7.09890 -3.27715 -5.48645
O -5.99464 -2.80156 -5.28311
N -7.58971 -3.47716 -6.74598
N -7.93640 -3.64798 -4.47618
H -8.49369 -3.86557 -6.93666
H -6.99951 -3.21487 -7.51433
H -7.60626 -3.51346 -3.53273
H -8.84837 -4.03787 -4.62341
```

Its multiplicity is 1. As for the highest occupied orbital energy: -0.287 Eh. The orbital gap comes out at 7.818 eV.

ORCA calculation (wB97M-V/def2-TZVPD) on a single C7H10N2O molecule at a distorted geometry.

XYZ file:
```
20
Properties=species:S:1:pos:R:3
H 1.52231 1.53703 -1.43882
N 0.96466 2.17430 -0.87600
C 0.39581 1.57972 0.11387
O -0.34429 2.41607 0.83123
C -0.03970 0.14300 0.16361
C 0.91904 -0.84490 -0.48104
C 2.24869 -0.82058 0.13628
C 3.34452 -0.77950 0.64842
N -0.70686 -0.28533 1.38716
C -1.51595 -0.12162 0.19202
C -2.16931 -1.32729 -0.42778
H -0.39621 3.20610 0.09833
H 0.50220 -1.85410 -0.38120
H 1.00283 -0.64754 -1.56094
H 4.27959 -0.76402 1.17974
H -0.82991 0.49882 2.02425
H -2.12732 0.78447 0.14603
H -1.60296 -2.24722 -0.23812
H -3.17481 -1.45622 -0.00368
H -2.27232 -1.19118 -1.51336
```

The structure (SMILES) is [H]/N=C(/O)[C@@]1(CC#C)N[C@@H]1C. Its multiplicity is 1. The energy above the lowest of the compared OMol25 structures with the same formula, charge and spin comes out at 380.8 kJ/mol. As for the highest occupied orbital energy: -0.351 Eh. The orbital gap comes out at 10.209 eV.

ORCA calculation (wB97M-V/def2-TZVPD) on 2 unconnected molecules or ions with the total composition C5H15N3O.

XYZ file:
```
24
Properties=species:S:1:pos:R:3
C -0.63351 0.86792 -1.38765
C -1.49519 0.60261 -0.15291
C -2.21767 -0.73930 -0.27383
O -2.42806 1.67679 -0.07121
N -0.64893 0.53784 1.03295
N 0.10263 1.70926 1.32272
H 0.22038 0.19709 -1.39012
H -0.29028 1.89928 -1.38669
H -1.22801 0.71116 -2.28215
H -1.49124 -1.53350 -0.41395
H -2.89301 -0.71630 -1.12513
H -2.79348 -0.94821 0.62731
H -3.11332 1.45456 0.56924
H -1.21581 0.33871 1.85576
H 0.89642 1.72277 0.68681
H -0.45704 2.54808 1.14323
C 2.47204 -2.24639 -0.54816
C 2.00866 -1.28004 0.23500
N 2.73671 -0.18479 0.66211
H 3.50332 -2.28063 -0.85798
H 1.83130 -3.02803 -0.91050
H 0.97186 -1.24447 0.54056
H 2.42325 0.22291 1.52885
H 3.73899 -0.28733 0.59571
```

The structure (SMILES) is CC(C)(O)NN.C=CN. Its multiplicity is 1. The energy above the lowest of the compared OMol25 structures with the same formula, charge and spin comes out at 171.0 kJ/mol. As for the highest occupied orbital energy: -0.300 Eh. The orbital gap comes out at 9.000 eV.